DFT (wB97M-V/def2-TZVPD) results for a molecular structure, C45H62BBr3F14N3O29P2S.

```
! wB97M-V def2-TZVPD RIJCOSX def2/J DEFGRID3
* xyz 1 1
Br 5.7831 -2.5758 -2.2765
H -4.0368 6.3734 -0.3749
C -4.7008 -1.6695 -1.1137
H -2.8035 3.4300 -1.5952
F -1.4176 11.5916 -3.3184
H 4.4269 -3.3291 8.5860
H 0.3029 -3.9169 0.5513
H -0.5436 2.3311 3.7331
H -4.1708 -2.2630 -1.8689
O 5.7782 -1.0110 10.3591
H -2.3838 3.5303 1.0769
H 1.2128 2.9027 1.2250
C 5.1966 -2.6017 8.8280
C -2.8603 -0.5333 -3.3115
H 0.0888 -4.4870 -1.7870
H 0.5846 -0.5739 -5.7780
H -0.9014 -1.1158 -1.8527
C -1.3669 9.4574 -4.3678
H -3.9316 0.0316 -0.0437
C 4.2680 -3.7183 -0.2632
H -2.6200 2.0722 0.1645
H -1.9705 9.9529 -5.1290
O 0.9982 -2.1356 1.8131
O 1.3111 -0.2678 -9.9228
F 0.0567 1.5087 -1.3118
C -5.0863 1.8900 -1.9451
H 1.8945 -5.5680 0.2098
N 1.1496 -0.3287 -0.4329
H -2.0936 3.0052 3.2918
H 4.7688 1.1289 0.5849
F -2.4792 7.5274 0.0925
H 4.3203 -3.2580 -8.4133
O -4.8420 3.1921 -1.6083
F 2.8070 2.9812 7.8081
H -0.6640 3.7792 2.6515
H -1.3303 -0.9084 -7.2768
H -2.6384 2.4405 -3.8250
O 5.2121 0.7866 9.1179
H 4.5239 -3.4986 0.7783
C 1.0620 -4.3069 -1.3370
O 1.2853 1.3605 8.2526
N -2.1424 -0.4059 3.6241
F 1.9878 1.5294 -3.5098
O -5.0145 6.6544 2.2543
F -1.1810 -2.0839 1.4325
H 3.3298 1.1590 8.4370
H 4.4592 -1.5238 -5.8796
H 2.1928 -6.1749 -1.4623
P -0.6305 -0.7861 3.5007
O 4.8307 -1.2967 8.3606
O 4.7836 -1.1683 1.5128
O -0.4755 0.3308 -8.6702
C -4.1558 5.6131 2.2970
C 4.3342 -2.4446 -1.0557
C 0.8414 0.2694 7.5788
C 3.5815 -1.3356 -0.9152
O -4.3174 1.5239 -3.0034
H -2.6096 -1.1056 4.1925
Br 2.1075 -3.7487 -2.8781
C -4.4853 -2.4294 0.2232
H 5.0106 -4.4340 -0.5994
O -4.2516 4.6712 3.0082
O -0.0951 -0.3899 7.8796
C 4.7883 -2.9430 -7.4796
H -0.0535 -2.6861 -0.5453
H -6.5120 -2.7246 -1.5541
H -3.5502 -2.9961 0.2153
O 1.4062 -0.3498 -7.6716
C 1.4812 -5.7031 -0.7919
C 1.3312 0.5233 -2.9362
H 0.7712 -1.0358 -1.0936
H -3.8986 -0.4661 -3.6344
H 2.1797 1.8420 5.6735
O -0.8185 -7.4532 1.9458
C 5.2745 -0.3901 9.2659
C -0.0033 -0.1318 0.6154
C 5.3573 -2.3663 10.3136
H -5.2865 -3.1529 0.3645
O 1.6326 0.0256 6.4977
F 5.9291 -2.2731 -7.7592
H -4.4142 -1.7354 1.0607
C 0.5263 0.0898 -6.6370
C -0.0852 -1.2780 1.7029
C -3.6526 3.5829 -2.2669
C -3.5590 6.8198 0.4965
O 3.9014 1.1493 1.0128
S 2.7493 -0.2368 3.3013
H -4.8420 0.4702 -1.4779
H -1.1436 3.0841 -0.1021
H -1.7200 -8.5391 3.4382
H 0.5996 -6.3255 -0.6831
H 3.1403 -1.5670 -7.0776
C -1.8525 2.6906 0.6338
F 2.1103 1.7764 -0.9681
C 1.2556 0.8566 -1.3708
F 6.3157 -3.1505 10.8514
F -3.7227 4.8965 -2.5875
C 0.7995 -0.1087 -8.8726
C -1.3233 10.2629 -3.0886
O -1.2639 -0.0981 0.0317
C 1.7663 -2.4308 0.6226
O -5.8437 1.1768 -1.3845
C -1.6650 -0.8448 -1.1063
O -3.1537 5.7869 1.3845
P 3.4089 -0.2902 1.5158
O -2.0233 8.2582 -3.9403
H 3.5302 0.7431 6.0284
F 1.8786 -0.6495 -3.2149
C 2.4063 -1.1424 0.0700
H 5.4778 -0.6291 1.9169
H -2.2939 0.1466 -3.9465
F -1.6475 1.0205 -6.8619
H -5.2734 8.1323 0.8068
H -2.0934 -1.7966 -0.7747
C 0.7894 -3.3011 -0.2072
H -0.3832 9.2363 -4.7726
H -6.7629 -1.1914 -0.7100
C -2.7842 -0.0805 -1.8267
H 0.7936 1.1044 -6.3352
C 3.8848 -2.1616 -6.5552
H -2.4581 0.9635 -1.8457
C 2.6037 1.6430 7.7893
O -2.4868 9.8196 -2.4140
B 0.0410 1.3412 1.3719
C -1.1131 -7.6404 3.3211
C -4.4799 7.6442 1.3648
C 2.5673 1.1044 6.3793
C 4.0562 -4.3027 -5.8512
O 3.8727 -5.2972 -5.2377
C -0.8184 0.0542 -7.3269
H -4.2051 3.1245 -4.3118
O 5.0957 -4.0887 -6.7013
C 0.2664 -7.7253 3.9347
C 0.3912 -8.0349 1.7035
H 2.5248 -3.0396 1.0985
C -3.6416 2.6892 -3.4858
O -3.4861 7.8031 -2.2872
O 0.8148 -8.2745 0.6233
H 0.3094 -8.3548 4.8189
H -3.9268 8.3886 1.9392
O 1.0332 -8.2927 2.8662
C -4.1146 -0.2444 -1.0881
H -0.4506 10.0722 -2.4613
H 4.4393 -2.4749 10.8933
O 1.2282 1.9989 1.5617
Br 4.3051 0.1724 -1.9003
F -1.8083 -6.5730 3.7763
H -0.3332 -1.9976 4.1540
H 3.3167 -4.2309 -0.2569
C -2.7441 8.5487 -2.8287
C -6.1863 -1.6860 -1.4926
H -2.5001 -1.5560 -3.4304
H 0.6544 -6.7342 4.1748
N -1.2274 1.9219 1.7370
O 3.2521 -3.2030 -5.7996
H 6.1395 -2.9011 8.3693
H 0.2467 0.1796 4.0056
H -6.3397 -1.2091 -2.4600
C -1.0874 2.8041 2.9196
F 0.0992 0.5113 -3.4535
*
```

For the orbital gap, the calculation gives 7.7607 eV. The LUMO energy is -2.91 eV. As for the molecular weight: 1719.494 g/mol. Its highest occupied orbital energy is -10.7 eV. The value obtained for the strongest force on any atom is 6.65 eV/Å.

=====

DFT (wB97M-V/def2-TZVPD) results for a molecular structure, C45H65AsBN8P2SY.

```
! wB97M-V def2-TZVPD RIJCOSX def2/J DEFGRID3
* xyz 2 1
H -4.5216 -5.7559 2.9531
C -4.5216 -3.7147 3.5826
H -0.3854 2.1582 6.0375
H 2.4147 -2.3068 -3.7048
H 3.6464 -4.6549 -1.0223
H -1.2358 -1.1551 6.7597
N -1.8381 1.7454 -0.5261
C -0.3339 -0.7045 4.8746
H 4.7568 2.6305 -0.9949
H 2.3946 -5.0082 2.3939
C 3.5183 -0.4335 0.7454
C 1.5330 -6.0210 -0.0867
H -0.4621 5.5201 -0.7183
C -3.9969 -2.4467 3.4151
C -0.8643 -3.7934 -0.0571
C 3.0604 1.6691 -0.0334
H 2.0501 -6.3435 -0.9830
Y 0.0623 -0.0437 0.1289
H 0.8044 9.6348 0.4050
H -0.2616 2.2111 -7.1957
C -0.2830 -2.5894 -2.8770
C -2.4497 3.9009 -1.2854
N 2.7136 9.2432 -0.1911
N 2.6219 0.5273 0.5222
C -3.0923 -4.6211 1.8574
H 1.8217 -0.4191 4.9266
H 3.0691 -2.5357 -2.0898
H 1.6875 1.9811 4.4044
C 1.9264 -4.6004 0.3142
C 1.6096 5.1337 -0.3684
H 5.5943 -1.0388 0.5733
C 4.8506 -0.2790 0.3840
C -0.0805 3.4133 -0.5590
H 4.0300 -4.9169 0.6707
N -1.5956 -2.8809 0.7982
H 1.8051 -6.7067 0.7108
H -1.0167 2.9919 -5.7802
H -1.7801 0.3758 6.1058
H 1.8848 -3.3468 2.0850
C 3.3992 -4.3474 -0.0096
H -5.2981 -3.8710 4.3128
C -0.9413 2.6244 5.2292
H 1.2229 -0.1389 -7.1104
H -2.9451 0.0495 3.6696
C -4.0573 2.3137 -1.1517
H 1.1924 -1.3942 -5.8645
H -2.7004 0.3244 -5.3891
C 2.1012 2.7770 -0.2059
C -0.4038 2.2468 3.8533
H -0.9211 2.7145 1.7981
C -1.1618 3.0614 2.8040
H 0.9340 0.6103 6.0658
H -0.6165 -1.7437 -2.2581
C 4.3942 1.7725 -0.4485
H 0.7585 2.9064 -5.9066
H 0.0304 -2.8166 5.1407
H 2.2342 -4.9332 -2.7802
H -2.2154 4.9089 -1.5866
C 1.0819 7.5269 0.0692
N 5.2650 0.8089 -0.2410
H -0.0875 -2.2104 -3.8843
C 1.4885 8.8523 0.1069
P 0.8904 -3.1799 -0.4252
H -1.8461 -0.2836 -6.8247
N 0.8168 2.4398 -0.3545
C 2.0001 6.5499 -0.3255
C 1.7095 -4.3910 1.8173
C 0.2804 4.7569 -0.5669
P -0.4676 0.4105 3.3291
H -1.9960 2.3736 5.3225
C 2.5318 4.1011 -0.1875
C 1.2692 -0.3202 -6.0374
H 0.5120 -5.3063 -2.6178
As -0.1876 0.6768 -5.1985
H -2.2378 3.0006 2.9562
H 1.9007 -1.2316 -2.3962
H 0.4663 -6.1322 -0.2639
H 2.2339 0.0284 -5.6622
H 3.1515 -1.3323 1.2272
C -3.1031 1.3908 -0.7352
H -2.5749 0.9384 2.1717
H 4.5978 8.6888 -0.7418
C 3.5965 8.3285 -0.5410
H 1.1128 -4.4826 -4.0520
C -1.4856 3.0132 -0.7864
C 2.1714 -2.2645 -2.6438
C 1.0032 -3.2096 -2.3264
H -4.3826 -1.6154 3.9833
B -1.4582 -1.4737 0.9643
H -0.8770 4.1095 2.8849
C -2.5559 -3.3558 1.6856
H -0.8501 3.7032 5.3548
C 0.9691 -0.3727 5.6057
H 0.5687 -2.1982 3.5739
C -2.2715 0.1005 2.8124
H -1.8731 -1.2376 -5.3264
H 1.1291 -1.1003 6.4010
C -4.0753 -4.7847 2.8183
H -2.7823 -5.4608 1.2557
H 3.5628 4.3348 0.0200
C -1.8263 -0.2286 -5.7378
H -1.4144 -3.9734 -0.9885
H -3.3624 0.3549 -0.5472
H 3.6585 -3.2949 0.0997
H -5.1040 2.0630 -1.2579
H 1.4341 2.4231 2.7148
C -0.2153 -2.1330 4.3298
H -1.1478 -2.4751 3.8914
C -0.1771 2.3840 -6.1230
C 1.2296 -4.5720 -2.9728
H -2.3874 -1.1462 5.4402
C -3.0007 -2.2724 2.4690
H 0.6950 -4.6483 2.1111
H -1.0875 -3.3189 -2.9464
S 0.0036 0.9757 -3.1291
C 1.0858 2.5916 3.7379
H 0.0799 7.2686 0.3768
H -0.7787 -4.7477 0.4729
N -2.3084 -1.1385 2.0669
H 1.2581 3.6349 3.9953
H 4.0551 6.2841 -0.9640
C -1.5139 -0.6401 5.8419
C 3.2943 6.9753 -0.6368
N -3.7107 3.5563 -1.4327
*
```

For the orbital gap, the calculation gives 6.0946 eV. The LUMO energy is -5.87 eV. As for the molecular weight: 986.726 g/mol. Its highest occupied orbital energy is -12.0 eV. Its energy above the lowest of the compared OMol25 structures with the same formula, charge and spin is 34.5 kcal/mol. The value obtained for the strongest force on any atom is 3.95 eV/Å.

=====

DFT (wB97M-V/def2-TZVPD) results for 11 unconnected molecules or ions with the total composition C45H65N9O6.

```
! wB97M-V def2-TZVPD RIJCOSX def2/J DEFGRID3
* xyz 0 1
H -1.3984 0.5568 -3.0894
C -4.2616 -3.2707 2.4592
C 1.2293 3.3077 2.4564
H -2.0814 -1.8164 2.9807
C 0.8645 -5.1170 -1.0279
C -0.3716 1.0475 -0.1222
H -2.9928 -0.0514 5.2912
H -2.1316 -1.5674 5.7048
N 3.7067 -4.0546 -3.4882
H -3.1303 5.2570 -0.5945
C 9.1853 -0.2273 1.2013
O 3.5628 -2.2196 4.4566
C 4.7824 -2.6543 4.1447
H -1.7830 5.6609 0.3025
H -0.1825 4.8492 2.8583
H -2.0588 -3.7513 0.1791
H -0.0049 0.3518 -4.1652
H -1.3172 -0.5259 -5.8471
C -5.2341 2.4590 0.8854
N -6.0556 4.9758 1.1788
H 3.2587 -0.8486 -2.5631
H -1.1114 -5.1613 -1.8240
C 0.2753 4.6507 -1.5478
N 2.0218 1.9443 4.2526
O 5.6888 -2.8327 4.9706
H -1.0740 1.8875 -5.8303
C -3.9657 -2.4960 3.7151
C 2.0519 2.3029 2.9426
O 4.9331 -2.5904 2.8192
H 1.1641 2.1819 5.9727
H -4.2976 3.3991 3.0723
C 1.6802 -4.6799 0.0671
H 5.7770 0.8173 -0.5655
C 2.9677 -4.1088 -4.6241
N 9.1555 -1.2725 1.6742
H -4.4706 -2.9354 -0.8589
C 2.2392 -1.7832 -4.2511
C 0.0774 -0.1373 0.7201
O 3.0505 0.7627 -0.5763
H 4.1148 -0.9721 1.6864
N -4.5606 -3.9205 1.4959
H 1.3247 3.4487 1.3899
O 1.4860 -0.1905 0.6866
H -7.3382 -3.5679 -1.7071
H -1.4312 -0.3231 4.7003
C 6.6309 0.8843 0.1087
H -0.6406 -3.1565 1.9141
H -6.8714 -3.6610 -3.4536
C -1.1428 2.0133 -4.7498
C -3.7623 2.2025 1.3038
C -1.0304 -4.0622 0.0689
H -1.3569 5.9669 -2.2399
H -6.1835 -1.3796 -2.8789
H -4.8981 -2.0449 4.0546
H -2.9656 4.0720 2.1894
N 1.6348 4.2719 -3.8745
H -3.1266 -0.4823 3.0443
O 0.9092 1.4770 -0.5698
H 2.7131 1.6379 2.4068
C 0.9808 4.4086 -2.8659
H -3.0122 2.3617 0.5292
H 2.0187 -2.3301 3.2078
H -0.4139 4.1925 5.2174
C 0.3366 3.6840 4.6304
H -0.3529 2.6739 -4.3924
H 9.1716 1.8098 1.3417
H -2.5907 2.7301 3.1581
C -0.1722 -3.6818 1.0949
H 0.6596 5.4873 -0.9643
H 9.9331 1.0753 -0.1602
H 1.2849 -5.7803 -1.7694
H -5.3942 1.9970 -0.0888
H -0.2930 -1.0285 0.2135
C -5.0031 -2.0127 -1.0893
H -2.1206 2.4731 -4.6060
C -4.1337 -0.8260 -1.0181
C -3.3898 3.1285 2.5330
H -3.7295 -3.2466 4.4693
C 9.0876 1.0899 0.5277
H 4.3385 -2.8142 -1.8794
H 6.3217 1.6308 0.8403
H -1.0956 0.7302 -0.8727
C -1.8104 -0.4080 -4.8822
H -0.8853 1.7853 0.4941
H 3.5115 -2.5648 1.4346
N -4.1264 0.3444 -5.6395
H -2.0646 -1.3111 -4.3273
H 2.7314 -4.8619 0.2351
C -0.4765 -4.8283 -1.0163
H 2.0059 -2.8633 -6.0947
C 2.3464 -2.9212 -5.0714
H 8.1686 0.8713 -1.4357
H -5.8892 -2.0204 -0.4546
H 3.2202 -5.0711 -5.0443
C 1.1224 2.6262 4.9892
C 1.9173 0.6522 -0.2331
H 7.9018 2.3275 -0.7656
C 2.9146 -1.7234 3.3393
C 3.0858 -1.7751 -3.0904
H -3.5989 1.1591 1.5735
H -1.9839 3.9743 -0.0130
H -5.8724 1.8324 1.5084
C -5.6700 3.8693 1.0252
H 2.4922 -0.7190 3.3677
H -0.2963 0.0140 1.7328
C 3.9070 -1.9064 2.2080
H 0.3989 3.6910 -1.0461
C -3.1068 0.0230 -5.2765
H -1.5045 4.1845 -2.4327
C 7.9482 1.2848 -0.4515
N 1.1595 -3.9781 1.0895
H 1.8705 -0.8293 -4.5982
C -2.0895 4.9574 -0.4717
C -6.5193 -3.5660 -2.4264
C 0.3788 4.0401 3.3019
C -1.1919 4.9951 -1.7745
C -5.6183 -2.2371 -2.5137
C -1.0535 0.6457 -4.1196
N -3.4205 0.0994 -0.9439
C -2.8951 -1.4043 3.5775
C 3.6720 -2.9121 -2.7236
H 6.7115 -0.0962 0.5780
H -5.7687 -4.3067 -2.1503
H -4.9495 -2.4961 -3.3345
C -2.3592 -0.8537 4.9130
*
```

For the orbital gap, the calculation gives 9.7833 eV. The structure (SMILES) is O=C1OCCO1.O=C1OCCO1.c1ccncc1.c1ccncc1.c1ccncc1.CCCC#N.CCCC#N.CCCC#N.CCCC#N.CCCC#N.CCCC#N. The LUMO energy is -0.11 eV. As for the molecular weight: 828.072 g/mol. Its highest occupied orbital energy is -9.9 eV. Its energy above the lowest of the compared OMol25 structures with the same formula, charge and spin is 65.8 kcal/mol. The value obtained for the strongest force on any atom is 6.42 eV/Å.